ORCA calculation (wB97M-V/def2-TZVPD) on a structure of composition C6H6PdSbSe4 at a distorted geometry.

Computed properties:
<S²>: 6.041
E_tot: -10205.7920 hartree
max |F|: 0.02670 hartree/bohr

Structure (ORCA input):
```
! RIJCOSX wB97M-V def2-TZVPD def2/J DEFGRID3
* xyz 1 5
Sb 1.339 3.205 -2.126
Pd -0.131 0.441 -0.436
Se 0.538 2.571 0.191
Se -0.801 1.095 -2.521
Se 1.135 5.714 -2.007
Se 3.742 2.803 -1.543
C -0.366 -2.019 -0.495
C 0.666 -0.988 1.422
C 0.785 -1.737 0.252
C -0.600 -0.562 1.863
C -1.631 -1.609 -0.035
C -1.752 -0.898 1.152
H -0.290 -2.614 -1.395
H -2.516 -1.881 -0.595
H 1.542 -0.771 2.017
H -2.727 -0.617 1.525
H -0.682 -0.018 2.794
H 1.748 -2.116 -0.062
*
```

Löwdin atomic charge list, values in e, 5 entries: Sb 0.023; Pd 0.162; Se 0.075; Se 0.295; Se 0.165



ORCA calculation (wB97M-V/def2-TZVPD) on the ion C2H4NOS2 with charge -1 at a distorted geometry.

Computed properties:
ΔE to the lowest compared entry with this formula, charge and spin: 29.4 kcal per mole
max |F|: 0.04961 hartree/bohr

Structure (ORCA input):
```
! RIJCOSX wB97M-V def2-TZVPD def2/J DEFGRID3
* xyz -1 1
S 0.309 1.153 2.798
S -0.320 -0.645 0.399
O 1.296 1.459 0.362
N 0.711 -1.743 -0.084
C -0.829 0.193 -1.123
C 0.579 0.962 1.184
H 0.025 0.306 -1.774
H -1.638 -0.535 -1.569
H 0.896 -2.436 0.605
H -1.029 1.287 -0.797
*
```

Löwdin atomic charge list, values in e, 5 entries: S 0.410; S 0.704; O -0.137; N -0.441; C -0.343